No. 1
Formula: C45H48ClN3O5P2PbS5
Source: the OMol25 dataset
Level of theory: ωB97M-V/def2-TZVPD

Results
Total charge: -2
Kohn-Sham gap (eV): 6.08
Highest occupied orbital energy (eV): -2.29
Spin multiplicity: 1

The geometry in XYZ format:
```
110
Properties=species:S:1:pos:R:3:mulliken_charge:R:1
Pb 0.64140 0.25959 1.74464 0.93
Cl 8.51468 4.41283 -4.78578 -0.27
S 0.04565 -1.04810 4.97874 -0.53
S 3.78256 1.02495 0.14287 0.23
S 2.75808 -1.59796 1.76393 -0.28
S 2.57783 3.75417 0.02055 1.08
S -2.08894 1.33007 0.71230 -0.59
P -0.83212 -2.10881 3.50364 1.67
P -2.47327 -0.45051 1.51101 1.54
O 3.90388 2.67607 -0.05131 -0.35
O 2.56019 4.34249 -1.27070 -0.69
O 0.18548 1.83512 -5.85791 -0.76
O 2.97482 4.64072 1.07737 -0.78
O 1.40152 2.93813 0.25365 -0.37
N 1.73366 -0.99243 -2.72244 -1.22
N 0.72834 -0.08295 -2.84061 1.50
N 0.76574 -0.66321 -0.75112 0.57
C -3.42466 -1.26044 0.15973 0.05
C 5.20853 1.95480 2.35801 -1.28
C -4.94328 -4.04406 4.63839 -0.38
C -1.07582 -1.30277 2.01386 -1.30
C 0.41317 -4.49908 4.09755 -0.96
C 0.65868 -5.82899 3.82371 -0.71
C -4.45028 -0.65081 -0.60143 -0.55
C -0.11119 3.34781 -2.40039 -1.86
C 0.34452 0.43635 -4.10308 -3.12
C -5.07951 -0.51869 2.68293 -0.45
C -3.11988 -2.42759 5.11569 -0.20
C -2.43262 -2.90141 4.03759 0.17
C 5.00348 2.44365 -5.06270 -0.26
C 4.28450 0.75939 1.86106 0.38
C -5.92570 -0.19620 3.76629 -0.81
C 6.26766 2.99667 -5.40894 -0.93
C 6.45287 3.85653 -3.18476 -1.32
C 2.98832 2.09168 -3.43485 1.32
C -3.04385 -3.86950 3.22021 -0.05
C 3.79996 -0.27519 2.53229 0.09
C -1.95743 2.25930 -3.79126 -2.22
C -0.74808 4.21983 -4.66222 -1.94
C 0.12996 -4.05872 1.75998 0.26
C -3.15921 -2.60004 -0.10615 0.13
C -5.09299 -1.40028 -1.52644 -0.71
C -4.22750 -4.49387 3.51851 -0.89
C -3.76301 -0.14267 2.73772 0.39
C -3.74043 -3.36527 -1.12304 -0.74
C -3.25332 0.53148 3.90260 -0.68
C 1.93562 2.54905 -4.42708 -1.56
C 4.37513 2.71457 -3.81803 -0.29
C 0.62803 -6.27613 2.51954 -0.57
C 0.51995 1.98219 -4.47864 1.71
C -5.43866 0.57374 4.81568 -0.73
C 0.36746 -5.37842 1.48551 -0.89
C 4.20571 -0.74378 3.94730 -1.31
C 6.94663 3.72080 -4.44998 0.57
C -4.71820 -2.73086 -1.89057 -0.52
C -4.09298 0.85826 4.93150 -0.59
C -4.31964 -3.07084 5.47014 -0.84
C 0.04512 -3.61855 3.05144 0.47
C 5.15457 3.38624 -2.86648 0.04
C 1.74467 -1.29108 -1.46359 -0.82
C 0.16131 0.09638 -1.63765 -0.50
C -0.53308 2.90621 -3.85423 3.12
H 4.81013 -1.64429 3.77226 0.29
H -3.71822 1.22393 5.86920 0.38
H -5.90894 -0.99331 -2.11043 0.36
H 0.83888 -7.32843 2.41899 0.35
H -6.02345 0.97105 5.55060 0.50
H -1.01789 3.88506 -2.01917 0.51
H 3.26796 -1.12947 4.42463 0.13
H -0.73365 0.67533 -1.41133 0.44
H -4.93667 -2.68700 6.30272 0.30
H -2.79473 -1.54489 5.70864 0.45
H 5.41920 1.78648 3.41340 0.34
H 2.44933 -1.99790 -0.99940 0.49
H -2.33419 -3.10486 0.40320 -0.08
H -4.76838 -5.10598 2.76293 0.28
H -6.96265 -0.45771 3.77926 0.43
H 6.73972 2.79703 -6.36528 0.37
H -2.14590 1.66515 -4.74180 0.36
H 4.54815 1.82294 -5.82931 0.40
H -1.61468 4.12574 -5.29042 0.50
H -0.00885 2.52465 -1.68873 0.17
H -2.68318 3.00595 -3.92913 0.68
H 0.12346 4.46076 -5.30877 0.43
H 2.36418 2.48425 -5.44352 0.37
H 1.81770 3.65914 -4.33350 0.24
H 0.35846 -4.02851 5.06223 0.41
H 0.77795 3.89268 -2.41905 0.62
H -0.71511 0.16023 -4.22035 0.61
H -2.54437 -4.08094 2.34306 0.37
H -2.22524 1.73873 -2.85652 0.12
H -5.30560 -3.25537 -2.64414 0.36
H -4.65581 0.40333 -0.44225 0.46
H -3.33861 -4.39218 -1.31392 0.36
H 4.76481 3.50706 -1.89540 0.57
H -5.94603 -4.38882 4.85701 0.39
H -1.00335 4.97265 -3.96836 0.45
H 0.18788 2.70008 -6.23462 0.56
H 0.27519 -5.69432 0.45936 0.44
H 6.20947 2.02416 1.87540 0.26
H -0.16798 -3.36525 0.99025 0.34
H 0.95121 -6.52892 4.58298 0.40
H 4.80531 -0.07130 4.56068 0.39
H 2.71546 2.29088 -2.40036 -0.65
H 6.91008 4.43471 -2.42865 0.42
H 4.70204 2.93871 2.29292 0.23
H -2.20804 0.73493 3.91445 0.48
H -5.43242 -0.98738 1.81575 0.60
H 0.81860 -0.13992 -4.89445 0.31
H 3.17474 1.03124 -3.55560 0.42
```

=====

No. 2
Formula: C18H17N3O3S2
Source: the OMol25 dataset
Level of theory: ωB97M-V/def2-TZVPD

Results
Total charge: 0
Kohn-Sham gap (eV): 8.90
Structure (SMILES): CCN(c1ccccc1)S(=O)(=O)c1ccc(C(=O)Nc2nccs2)cc1
Highest occupied orbital energy (eV): -8.56
Spin multiplicity: 1

The geometry in XYZ format:
```
43
Properties=species:S:1:pos:R:3:nbo_charge:R:1
S -1.97985 -2.19632 -0.09574 2.33
S 2.99198 3.58009 2.70669 0.35
O -1.80436 -3.59116 -0.36808 -0.94
O -3.19819 -1.79875 0.54685 -0.93
O 3.33966 -1.18438 3.94937 -0.55
N 1.68642 1.72366 1.48724 -0.48
N 3.02960 0.92679 3.26147 -0.63
N -1.78322 -1.40447 -1.56625 -0.70
C -1.57729 -0.03087 -1.60417 0.25
C 1.55428 -0.80376 2.40460 -0.12
C -0.59037 -1.61233 0.88073 -0.33
C 2.51180 1.90088 2.45474 0.25
C -0.39043 -2.84090 -3.04919 -0.63
C -1.75656 -2.22354 -2.76127 -0.22
C -1.20586 2.74198 -1.64828 -0.26
C -0.93478 0.58678 -2.67879 -0.28
C 2.71246 -0.41527 3.26383 0.68
C 1.37070 2.89118 0.87585 -0.03
C 1.77063 -1.44834 1.19280 -0.12
C 1.96779 3.99708 1.38135 -0.46
C -0.81755 -0.99601 2.09552 -0.19
C 0.69115 -1.84685 0.42452 -0.20
C -2.02686 0.76629 -0.55037 -0.29
C -0.75827 1.95806 -2.69680 -0.19
C 0.25898 -0.58571 2.86114 -0.13
C -1.84055 2.13443 -0.57633 -0.18
H -1.07267 3.81362 -1.67203 0.21
H -0.26330 2.41544 -3.54120 0.22
H 0.83563 -2.35000 -0.51737 0.23
H 0.09650 -0.10369 3.81324 0.22
H -0.15236 -3.56307 -2.27283 0.23
H 1.87883 5.01648 1.06817 0.24
H -2.47925 -3.02628 -2.60205 0.23
H 3.77573 1.19844 3.89217 0.42
H -2.20574 2.73303 0.24525 0.22
H -1.83386 -0.85369 2.42756 0.24
H 2.77909 -1.63234 0.85581 0.22
H -0.41968 -3.35853 -4.00487 0.22
H 0.68539 2.86139 0.04900 0.23
H -0.57384 0.00346 -3.51027 0.21
H -2.09804 -1.61314 -3.60118 0.21
H 0.38657 -2.08039 -3.08590 0.20
H -2.56030 0.31071 0.26503 0.24
```

=====

No. 3
Formula: CH3O3
Source: the OMol25 dataset
Level of theory: ωB97M-V/def2-TZVPD

Results
Total charge: -1
Kohn-Sham gap (eV): 8.96
Highest occupied orbital energy (eV): -4.25
Spin multiplicity: 1

The geometry in XYZ format:
```
7
Properties=species:S:1:pos:R:3:nbo_charge:R:1
O -1.29613 0.72265 -1.50667 -0.99
O -0.15712 -1.17952 0.55336 -0.79
O 1.23419 0.58414 0.30360 -0.80
C 0.83600 -0.47438 0.83487 0.62
H -1.70947 0.61139 -0.64315 0.47
H 1.45502 -0.87043 1.69474 -0.01
H -0.36250 0.60614 -1.23676 0.50
```

=====

No. 4
Formula: C24H33N3P2SeZr
Source: the OMol25 dataset
Level of theory: ωB97M-V/def2-TZVPD

Results
Total charge: +2
Kohn-Sham gap (eV): 5.59
Highest occupied orbital energy (eV): -12.52
Spin multiplicity: 1

The geometry in XYZ format:
```
64
Properties=species:S:1:pos:R:3:nbo_charge:R:1
Zr -0.44793 -0.35421 1.53760 0.78
Se -0.90117 -1.40690 3.76828 0.00
P 0.07844 -2.36309 -0.06855 0.88
P -2.12778 0.44804 -0.27786 0.79
N -0.56148 1.50497 4.37730 -0.32
N 1.40731 0.53906 4.25247 -0.32
N 0.13200 -0.34125 -3.42864 -0.51
C -0.88496 3.63502 -3.53554 -0.23
C -2.49127 0.50913 -2.12195 -0.66
C -1.53704 1.39125 -2.90948 -0.09
C 2.46098 0.13520 -3.00393 -0.17
C 0.06344 0.35237 3.92249 0.13
C 1.56437 -2.13036 -2.53786 -0.08
C 0.45450 3.31552 -3.38007 -0.15
C 0.85509 1.95541 -3.24500 -0.15
C -1.88628 2.66932 -3.31620 -0.16
C 1.34236 -3.36118 0.80613 -0.93
C -1.96527 1.81075 4.21097 -0.42
C 0.45220 -2.89897 -1.85749 -0.66
C 0.37096 2.39199 4.88571 -0.03
C 2.50549 -0.25324 3.72800 -0.42
C -2.63299 2.13227 0.22365 -0.93
C 2.84379 -2.65145 -2.70322 -0.16
C 1.58878 1.80550 4.78131 0.00
C 3.93777 -1.78374 -2.85731 -0.25
C -0.19882 0.95228 -3.21957 0.28
C 2.17295 1.49381 -3.18451 -0.06
C -3.57849 -0.50899 0.32902 -0.92
C 1.34055 -0.79131 -3.01778 0.28
C 3.76522 -0.41265 -2.90080 -0.10
C -1.38102 -3.46375 0.14250 -0.94
H -4.47545 0.08617 0.10458 0.27
H 2.34915 -2.98344 0.58799 0.26
H 1.23801 -0.17728 0.86597 -0.06
H -1.18276 4.64454 -3.81069 0.24
H 2.99222 0.27640 2.89321 0.23
H -3.51348 -0.68696 1.41296 0.24
H -2.49586 2.26546 1.30742 0.22
H 1.15935 -3.28679 1.88715 0.24
H 3.25975 -0.42034 4.50712 0.25
H -2.10628 2.68117 3.54935 0.23
H -2.94057 2.92221 -3.44263 0.23
H 4.93833 -2.20642 -2.93146 0.24
H 2.10848 -1.21863 3.39366 0.23
H 1.05917 0.53411 1.59690 -0.11
H 1.23446 4.06596 -3.36816 0.23
H 2.98393 2.20294 -3.24620 0.23
H 0.73110 -3.96638 -1.82359 0.25
H 1.27206 -4.41115 0.48711 0.26
H -0.47477 -2.74977 -2.43256 0.26
H -3.51666 0.91108 -2.20667 0.26
H -2.44657 0.93043 3.76891 0.23
H -3.69169 2.28631 -0.03468 0.26
H -1.87734 -3.25389 1.09737 0.23
H -2.40160 -0.52517 -2.48474 0.27
H -1.02692 -4.50357 0.12196 0.26
H 2.56068 2.21063 5.04873 0.27
H 2.98887 -3.73118 -2.69187 0.23
H 4.59467 0.28623 -2.86362 0.22
H -2.42777 2.02494 5.18348 0.26
H -2.08670 -3.29962 -0.68209 0.25
H -3.64296 -1.48204 -0.17407 0.27
H 0.11568 3.37385 5.27134 0.27
H -2.02019 2.87938 -0.29189 0.27
```

=====

No. 5
Formula: C5H11N2
Source: the OMol25 dataset
Level of theory: ωB97M-V/def2-TZVPD

Results
Total charge: +1
Kohn-Sham gap (eV): 9.46
Structure (SMILES): [H]/N=C(\[NH3+])C=C(C)C
Highest occupied orbital energy (eV): -13.35
Spin multiplicity: 1

The geometry in XYZ format:
```
18
Properties=species:S:1:pos:R:3:nbo_charge:R:1
N -2.50303 -0.88235 0.43215 -0.80
N -0.79832 -0.15458 2.11545 -0.60
C -0.96737 -0.45490 0.95874 0.49
C -0.11457 -0.50946 -0.24792 -0.44
C 1.06138 0.23265 -0.43285 0.25
C 1.52858 1.21425 0.56057 -0.70
C 1.63360 0.17093 -1.79261 -0.70
H 1.12729 0.87076 1.58797 0.26
H 2.40741 -0.62083 -1.99494 0.27
H 2.33999 1.03817 -1.99032 0.25
H -3.05675 -0.14859 0.84405 0.44
H -1.48296 -0.37852 2.83413 0.40
H 1.30666 2.21356 0.13695 0.26
H -2.97430 -1.83699 0.75403 0.45
H -2.46825 -0.96105 -0.55944 0.44
H -0.49274 -0.99959 -1.21589 0.22
H 0.86355 0.04921 -2.54782 0.24
H 2.58984 1.15733 0.55774 0.25
```

=====

No. 6
Formula: C3H7ClOS
Source: the OMol25 dataset
Level of theory: ωB97M-V/def2-TZVPD

Results
Total charge: 0
Kohn-Sham gap (eV): 10.03
Structure (SMILES): C[C@@H](Cl)C=O.S
Highest occupied orbital energy (eV): -9.39
Spin multiplicity: 1

The geometry in XYZ format:
```
13
Properties=species:S:1:pos:R:3:nbo_charge:R:1
Cl 1.22531 -1.28830 -0.39986 -0.06
S -1.55354 -1.95439 0.99894 -0.30
O -0.32283 1.54842 0.07215 -0.49
C 0.74660 1.20567 -0.25154 0.44
C 1.61150 0.22223 0.51580 -0.27
C 1.28935 -0.04091 1.99040 -0.66
H -2.15423 -3.12412 0.56703 0.15
H 2.60711 0.32852 0.12944 0.23
H 1.30045 -1.10418 2.35853 0.25
H 1.26690 1.51449 -1.22145 0.11
H -2.74482 -1.34974 0.97519 0.14
H 1.86281 0.73928 2.51617 0.23
H 0.12128 0.12072 2.00639 0.24
```

=====

Q: spin multiplicity of number 4 (C24H33N3P2SeZr)?
A: 1